(1)
The molecule C12H18O3, computed with ωB97M-V/def2-TZVPD.

Results
2S+1	1
electronic energy	-18867.1682	eV
F_max	9.7	eV Å⁻¹

Geometry as XYZ:
```
33
Properties=species:S:1:pos:R:3:forces:R:3
C -1.96624 2.13695 0.44172 -4.977 -4.932 1.796
O -2.08890 1.12610 -0.82892 0.947 3.121 3.778
C -2.58960 -0.06221 -0.35455 2.879 0.583 1.626
C -4.03385 0.04168 0.01085 -0.954 -2.308 3.669
C -2.22795 -1.02403 -1.44862 -0.625 -3.789 -2.563
O -2.00202 -0.46107 0.99177 0.070 -0.610 -1.604
O -0.53807 -0.71584 0.92761 -2.767 0.783 1.970
C -0.10892 -0.03941 2.14880 -1.389 3.791 -2.424
C 1.38098 -0.25810 1.93955 0.133 -1.901 -1.088
C 2.03163 -0.35267 0.41333 3.079 0.284 5.493
C 3.49409 -0.39192 0.44569 1.034 -1.572 1.016
C 4.27333 -0.39142 -0.70001 -9.035 1.139 -1.318
C 3.60717 -0.17351 -1.93137 -2.351 4.040 -0.867
C 2.12509 0.15467 -1.94931 6.726 -3.760 5.859
C 1.44104 -0.07424 -0.73105 -0.223 1.117 -3.628
H -1.35425 1.52347 1.38335 -3.251 2.138 -3.090
H -1.27732 2.74780 0.14165 3.469 4.108 -2.161
H -3.11395 2.67569 0.65469 3.693 -1.777 -0.474
H -4.53351 0.52794 -0.77718 -0.872 0.666 -0.730
H -4.26576 -1.05987 0.02229 -0.785 1.079 0.091
H -4.37068 0.45500 1.16216 1.435 -0.940 -3.531
H -3.04962 -0.73021 -2.26918 1.606 -1.446 1.546
H -2.25655 -2.18213 -1.03129 -0.696 2.920 -1.223
H -1.22232 -1.10089 -2.10208 -1.898 1.268 2.195
H -0.32980 1.09380 2.00236 1.056 -1.580 0.090
H -0.84547 -0.09572 3.05283 2.046 -1.543 -1.065
H 1.32444 -1.24570 2.39516 1.924 -0.389 0.021
H 2.07340 0.44292 2.34899 0.011 0.226 1.174
H 4.29082 -0.57106 1.29554 -2.785 0.396 -0.584
H 5.19236 -0.61922 -0.63346 6.826 -1.056 0.239
H 4.22369 0.45204 -2.65807 -0.722 -1.850 0.070
H 1.55555 0.50262 -2.65900 -2.229 1.803 -4.392
H 0.43026 0.19520 -0.76251 -1.373 -0.006 0.111
```
Positions in Å, forces in eV/Å.

Mulliken population analysis, charges in e, atoms 1 to 6: number 1, C, carries -0.74; number 2, O, carries -0.49; number 3, C, carries 1.50; number 4, C, carries -1.66; number 5, C, carries -1.18; number 6, O, carries -0.44

---

(2)
The molecule C4H6S, computed with ωB97M-V/def2-TZVPD.

Results
2S+1	1
electronic energy	-15078.5546	eV
F_max	2.5	eV Å⁻¹

Geometry as XYZ:
```
11
Properties=species:S:1:pos:R:3:forces:R:3
C -0.96694 -1.49517 -1.39893 -1.508 -1.833 -0.782
C -0.31908 -0.75279 -0.39622 0.469 1.250 1.235
C 0.15713 -0.01824 0.42135 0.947 0.787 0.867
C 0.84512 0.85247 1.41800 -0.131 -0.415 -0.309
S 1.57650 2.41688 0.72690 -0.771 -0.684 -0.132
H -0.28409 -2.21130 -1.85396 0.010 0.127 -0.330
H -1.80283 -2.11595 -0.99672 0.539 0.443 -0.063
H -1.42939 -0.84610 -2.13749 0.196 0.024 -0.274
H 1.66048 0.28572 1.89535 -0.218 0.317 -0.227
H 0.15535 1.15796 2.20620 0.018 -0.157 -0.091
H 0.40775 2.72650 0.11552 0.448 0.141 0.107
```
Positions in Å, forces in eV/Å.

Mulliken population analysis, charges in e, atoms 1 to 6: number 1, C, carries -1.39; number 2, C, carries 0.43; number 3, C, carries 0.27; number 4, C, carries -0.74; number 5, S, carries -0.20; number 6, H, carries 0.30

---

(3)
A structure of composition C28H32N8OS4V, computed with ωB97M-V/def2-TZVPD.

Results
2S+1	4
expectation value of S²	3.761
net charge	+2
electronic energy	-112541.4573	eV
F_max	0.2	eV Å⁻¹

Geometry as XYZ:
```
74
Properties=species:S:1:pos:R:3:forces:R:3
V -1.57857 -1.27322 0.86709 0.052 0.136 -0.043
C -1.72424 -3.40657 3.59282 -0.009 0.002 0.002
C -1.96636 -2.05483 4.23641 0.005 -0.017 0.026
S -2.60636 -0.78410 3.12113 0.023 0.065 0.025
C -4.34529 -1.15544 2.80764 -0.026 0.011 -0.009
C -4.80103 -0.13142 1.76779 -0.019 0.000 0.007
S -3.82451 -0.02998 0.22392 0.005 -0.016 0.002
C -4.70708 -1.22989 -0.82145 -0.023 -0.001 -0.009
C -4.62128 -2.68326 -0.37258 -0.030 0.018 -0.005
S -2.86894 -3.11702 -0.30323 0.007 -0.051 -0.086
C -2.74610 -4.60183 0.71915 0.017 -0.006 0.028
C -1.29893 -4.73149 1.18112 0.001 -0.030 -0.001
S -0.65392 -3.30542 2.11451 0.015 -0.045 0.046
H -2.66817 -3.86207 3.29979 0.001 0.009 -0.010
H -1.23714 -4.07099 4.30642 0.000 -0.005 -0.007
H -1.03894 -1.62446 4.61855 0.003 0.000 -0.013
H -2.64055 -2.15665 5.08722 -0.002 0.007 -0.004
H -4.92274 -1.01372 3.72165 0.008 -0.011 0.006
H -4.46966 -2.18113 2.46577 0.024 -0.003 0.000
H -4.76060 0.86999 2.19682 0.008 -0.001 -0.004
H -5.83624 -0.31031 1.47656 0.002 -0.001 0.003
H -4.28432 -1.10646 -1.81981 0.007 0.003 0.005
H -5.74764 -0.91013 -0.87680 0.004 0.004 0.004
H -5.12140 -3.31644 -1.10510 0.012 -0.010 0.003
H -5.09818 -2.83834 0.59398 0.019 -0.003 0.008
H -3.01141 -5.47642 0.12590 -0.003 0.008 -0.009
H -3.44306 -4.53785 1.55424 -0.009 0.013 -0.011
H -0.62801 -4.84366 0.32838 -0.002 0.010 -0.001
H -1.17775 -5.61739 1.80437 0.003 0.005 0.003
C 2.48327 -2.18461 -3.00059 0.011 -0.012 0.005
N 1.20844 -1.82806 -2.37147 -0.024 -0.049 0.054
C 0.88187 -1.83267 -1.08464 0.038 0.035 -0.055
N -0.37203 -1.41104 -0.94212 -0.067 -0.034 0.082
C -0.75660 -1.15630 -2.22674 0.013 -0.005 -0.023
N 0.17246 -1.39724 -3.11125 -0.016 0.026 -0.027
C 3.11769 -1.00252 -3.68739 0.007 0.005 0.007
C 3.69420 -1.15227 -4.93989 -0.003 -0.008 -0.003
C 4.30976 -0.07064 -5.55786 -0.005 0.005 0.013
C 4.33664 1.16523 -4.93761 0.005 -0.013 -0.011
C 3.74825 1.31741 -3.68392 -0.002 -0.006 0.002
C 3.14906 0.23290 -3.05822 0.006 -0.003 -0.016
C 3.75241 2.62493 -3.03657 -0.025 0.004 0.018
N 4.26247 3.72789 -3.45357 0.005 0.005 -0.011
N 3.98316 4.68107 -2.48729 0.013 -0.003 0.009
C 3.32720 4.07932 -1.56024 -0.024 0.006 -0.013
O 3.13332 2.76249 -1.83346 0.032 0.001 -0.009
C 2.78844 4.63127 -0.32113 0.000 -0.002 -0.001
C 2.95113 5.98390 -0.04857 0.000 0.004 0.008
C 2.43942 6.50812 1.12781 0.000 -0.015 -0.006
C 1.76852 5.69058 2.02260 -0.005 0.005 0.003
C 1.60590 4.33577 1.74976 0.001 0.013 -0.005
C 0.87646 3.49264 2.76959 -0.021 -0.004 0.007
N 0.65256 2.11299 2.34519 -0.035 -0.030 -0.015
C -0.39797 1.59133 1.72302 0.022 0.036 0.040
N -0.20254 0.28961 1.53507 -0.068 -0.110 -0.034
C 1.03656 0.08290 2.07070 0.002 0.028 0.032
N 1.57809 1.16227 2.56949 0.037 -0.005 0.001
C 2.11806 3.80574 0.57886 -0.003 0.007 0.016
H 2.28823 -2.99022 -3.70611 -0.001 0.013 -0.011
H 3.11676 -2.57598 -2.20264 0.002 0.001 -0.005
H 1.55662 -2.13553 -0.30014 -0.003 0.001 0.003
H -1.73086 -0.78717 -2.50136 0.000 0.000 -0.004
H 3.66293 -2.11233 -5.44039 0.000 -0.003 -0.001
H 4.75964 -0.19356 -6.53318 0.001 0.001 -0.002
H 4.80137 2.01855 -5.41218 -0.002 0.006 0.004
H 2.69818 0.36747 -2.08194 0.002 0.005 0.003
H 3.47612 6.60918 -0.75746 0.003 -0.004 -0.005
H 2.56398 7.55930 1.34762 -0.002 0.003 0.003
H 1.37262 6.11030 2.94011 -0.002 0.000 0.002
H -0.10178 3.91909 2.99381 0.007 0.007 0.000
H 1.43528 3.43026 3.70253 0.014 0.005 -0.012
H -1.26433 2.16286 1.43159 -0.008 -0.006 0.006
H 1.52726 -0.87641 2.10381 -0.002 -0.003 0.005
H 2.02019 2.75170 0.35413 0.004 0.000 -0.008
```
Positions in Å, forces in eV/Å.

Mulliken population analysis, charges in e, atoms 1 to 6: number 1, V, carries 0.71; number 2, C, carries -0.67; number 3, C, carries -0.95; number 4, S, carries 0.07; number 5, C, carries -0.43; number 6, C, carries -0.95

---

Results for energy relative to the best compared isomer or geometry (same formula, charge and spin): 275.0 28.6 0.0 (in kcal per mole, following the order of the records).